Below is C30H28BrF6KN5O4S2 as an isolated structure in a non-equilibrium geometry, with properties calculated with ωB97M-V/def2-TZVPD.

The total charge is -1. As for the energy relative to the best compared isomer or geometry (same formula, charge and spin): 0.142 eV. The HOMO energy comes out at -3.90 eV. The LUMO energy comes out at 2.21 eV. The gap between HOMO and LUMO is 0.225 Ha.

Last column: Löwdin charge in e.
Geometry (Å):
Br1 4.60 0.04 1.38  0.786
K1 0.96 -1.84 -0.17  0.723
S1 -1.89 -4.29 -0.41  0.918
S2 0.62 -4.86 0.56  0.491
F1 -2.01 -1.59 0.10  0.075
F2 1.49 -6.76 2.15  0.123
F3 -3.42 -2.81 1.19  0.113
F4 -3.70 -2.46 -0.93  0.099
F5 0.34 -5.23 3.16  0.109
F6 -0.66 -6.73 1.95  0.137
O1 1.79 -4.09 0.92  -0.367
O2 0.70 -5.77 -0.56  -0.294
O3 -2.80 -5.30 0.15  -0.469
O4 0.61 -3.06 -2.44  -0.114
N1 -0.01 1.67 -2.55  0.136
N2 2.44 -1.33 2.37  0.037
N3 0.69 1.25 -0.34  0.138
N4 -0.43 3.23 -0.90  0.127
N5 -0.63 -3.94 0.60  -0.471
C1 1.00 2.07 3.75  -0.110
C2 -0.85 -0.91 -5.04  -0.085
C3 -3.60 3.99 -2.63  -0.055
C4 0.42 -5.96 2.03  -0.665
C5 1.74 -2.01 3.28  -0.094
C6 2.21 -2.30 4.55  -0.244
C7 -2.78 -2.69 0.02  -0.726
C8 -2.65 3.28 -1.90  -0.212
C9 -0.14 1.05 1.91  -0.034
C10 1.39 -3.10 5.52  -0.046
C11 -0.09 0.37 -3.17  -0.248
C12 0.42 -0.73 -2.52  -0.084
C13 -0.41 -2.07 -4.41  -0.058
C14 -1.20 5.21 -2.05  -0.026
C15 3.48 -1.83 4.88  -0.028
C16 -0.72 0.33 -4.43  -0.248
C17 -2.17 5.91 -2.75  -0.100
C18 -1.23 1.57 -5.13  -0.062
C19 4.22 -1.13 3.95  -0.105
C20 -3.37 5.29 -3.05  -0.099
C21 0.76 1.62 1.00  -0.267
C22 3.64 -0.92 2.71  -0.733
C23 -1.43 3.90 -1.63  -0.228
C24 0.12 1.98 -1.23  -0.383
C25 0.19 -1.94 -3.17  -0.387
C26 1.80 2.43 1.49  -0.249
C27 2.81 3.03 0.54  -0.078
C28 1.90 2.64 2.86  -0.068
C29 -2.95 1.89 -1.39  -0.015
C30 -0.03 1.28 3.27  -0.103
H1 -0.43 2.29 -5.31  0.078
H2 -0.93 0.42 1.52  0.102
H3 -1.66 1.32 -6.09  0.068
H4 0.40 -3.88 -2.90  0.092
H5 -0.40 2.42 -3.10  0.098
H6 -2.00 2.09 -4.55  0.062
H7 1.12 2.25 4.81  0.091
H8 -4.55 3.51 -2.85  0.110
H9 -1.32 -0.98 -6.01  0.093
H10 -2.53 1.12 -2.04  0.084
H11 3.89 -2.03 5.86  0.115
H12 0.34 -3.08 5.25  0.079
H13 -2.52 1.75 -0.40  0.081
H14 -1.98 6.92 -3.07  0.095
H15 -0.02 3.69 -0.11  0.135
H16 1.50 -2.72 6.53  0.076
H17 2.92 2.40 -0.34  0.071
H18 0.76 -2.35 2.96  0.118
H19 1.71 -4.15 5.51  0.083
H20 5.21 -0.76 4.16  0.095
H21 -0.73 0.83 3.95  0.098
H22 -0.24 5.66 -1.84  0.109
H23 -4.13 5.82 -3.61  0.095
H24 -4.03 1.73 -1.34  0.081
H25 2.51 4.03 0.21  0.073
H26 3.78 3.12 1.03  0.055
H27 2.72 3.24 3.23  0.106
H28 -0.54 -3.04 -4.89  0.096